# 1
{
  "formula": "C10H21O6P",
  "method": "ωB97M-V/def2-TZVPD",
  "symbols": ["C", "C", "O", "O", "C", "C", "C", "C", "C", "C", "C", "C", "O", "P", "O", "O", "O", "H", "H", "H", "H", "H", "H", "H", "H", "H", "H", "H", "H", "H", "H", "H", "H", "H", "H", "H", "H", "H"],
  "positions_angstrom": [[3.010, -2.638, 0.856], [2.057, -1.834, 0.025], [1.418, -2.283, -0.879], [1.923, -0.526, 0.386], [3.083, 0.281, 0.098], [2.673, 1.724, -0.225], [1.285, 2.148, 0.285], [0.161, 2.107, -0.764], [-0.546, 0.755, -0.883], [-1.873, 0.824, -1.626], [-2.581, -0.539, -1.688], [-3.490, -0.860, -0.496], [-3.229, -0.001, 0.638], [-2.683, -0.653, 1.971], [-3.658, -1.291, 2.847], [-1.918, 0.576, 2.637], [-1.518, -1.635, 1.466], [3.976, -2.700, 0.361], [3.127, -2.208, 1.846], [2.600, -3.640, 0.948], [3.612, -0.149, -0.753], [3.757, 0.250, 0.957], [2.701, 1.871, -1.303], [3.427, 2.371, 0.219], [1.358, 3.174, 0.646], [1.003, 1.538, 1.143], [0.581, 2.365, -1.738], [-0.580, 2.863, -0.497], [0.099, 0.050, -1.404], [-0.721, 0.381, 0.123], [-1.663, 1.115, -2.657], [-2.523, 1.575, -1.179], [-3.167, -0.600, -2.602], [-1.809, -1.308, -1.756], [-4.535, -0.725, -0.768], [-3.381, -1.902, -0.201], [-1.284, 0.987, 2.034], [-0.693, -1.464, 1.933]],
  "energy_ha": -1186.5403,
  "e_lumo_ev": 0.419,
  "e_homo_ev": -10.45,
  "homo_lumo_gap_ev": 10.9,
  "smiles": "CC(=O)OCCCCCCCCOP(=O)(O)O"
}


# 2
{
  "formula": "C10H22BNO5",
  "method": "ωB97M-V/def2-TZVPD",
  "symbols": ["C", "C", "O", "C", "C", "O", "C", "C", "O", "C", "B", "O", "N", "C", "C", "C", "O", "H", "H", "H", "H", "H", "H", "H", "H", "H", "H", "H", "H", "H", "H", "H", "H", "H", "H", "H", "H", "H", "H"],
  "positions_angstrom": [[6.932, -1.428, -0.186], [5.570, -1.173, -0.838], [4.916, -0.055, -0.256], [3.812, -0.382, 0.566], [3.007, 0.873, 0.818], [1.852, 0.885, 0.010], [1.114, 2.075, 0.194], [-0.191, 1.996, -0.559], [-1.174, 1.465, 0.297], [-2.468, 1.464, -0.277], [-3.401, 0.397, 0.411], [-2.978, -0.218, 1.578], [-4.708, 0.070, -0.170], [-5.766, -0.176, 0.822], [-4.618, -0.923, -1.200], [-4.790, -2.378, -0.824], [-4.344, -0.604, -2.354], [7.678, -1.609, -0.955], [6.908, -2.305, 0.454], [7.245, -0.558, 0.379], [4.944, -2.061, -0.795], [5.725, -0.922, -1.885], [3.195, -1.159, 0.117], [4.177, -0.750, 1.530], [3.644, 1.722, 0.555], [2.747, 0.957, 1.876], [0.860, 2.174, 1.253], [1.704, 2.945, -0.103], [-0.467, 3.008, -0.874], [-0.073, 1.391, -1.459], [-2.452, 1.351, -1.363], [-2.946, 2.437, -0.084], [-2.980, 0.394, 2.314], [-5.421, -0.644, 1.742], [-6.245, 0.766, 1.077], [-6.547, -0.802, 0.408], [-4.809, -2.962, -1.734], [-5.704, -2.569, -0.274], [-3.948, -2.694, -0.214]],
  "energy_ha": -850.0316,
  "e_lumo_ev": 0.440,
  "e_homo_ev": -9.44,
  "homo_lumo_gap_ev": 9.9,
  "smiles": "CCOCCOCCOCB(O)N(C)C(C)=O"
}


# 3
{
  "formula": "C10H22Br12N3OP",
  "method": "ωB97M-V/def2-TZVPD",
  "symbols": ["C", "Br", "Br", "Br", "H", "C", "Br", "Br", "Br", "H", "C", "Br", "Br", "Br", "H", "C", "Br", "Br", "Br", "H", "O", "P", "N", "C", "C", "N", "C", "C", "N", "C", "C", "H", "H", "H", "H", "H", "H", "H", "H", "H", "H", "H", "H", "H", "H", "H", "H", "H", "H"],
  "positions_angstrom": [[-7.079, 1.503, -1.516], [-6.644, 2.226, 0.298], [-9.038, 1.043, -1.650], [-5.827, 0.012, -1.886], [-6.867, 2.250, -2.281], [-1.468, -5.056, -3.024], [-0.216, -3.947, -1.942], [-1.896, -6.642, -1.936], [-0.776, -5.674, -4.759], [-2.449, -4.612, -3.198], [-4.045, -3.792, -8.284], [-2.921, -3.962, -9.998], [-5.886, -3.504, -8.844], [-3.324, -2.237, -7.272], [-4.042, -4.682, -7.655], [-1.250, -11.716, -5.848], [-2.730, -12.439, -4.859], [-1.780, -11.640, -7.753], [0.451, -12.677, -5.581], [-1.157, -10.658, -5.604], [4.469, 3.548, 2.049], [3.158, 3.365, 2.778], [2.876, 1.987, 3.603], [3.193, 0.768, 2.916], [2.444, 2.020, 5.070], [1.712, 3.636, 1.801], [1.831, 4.196, 0.441], [0.507, 2.830, 2.020], [2.996, 4.559, 3.983], [1.596, 5.019, 4.404], [4.080, 5.081, 4.895], [2.503, 0.481, 2.122], [3.127, -0.097, 3.576], [4.134, 0.795, 2.367], [1.514, 2.554, 5.265], [3.207, 2.463, 5.710], [2.364, 0.981, 5.389], [2.347, 3.549, -0.268], [0.904, 4.601, 0.036], [2.516, 5.044, 0.457], [0.614, 1.856, 1.542], [0.314, 2.569, 3.061], [-0.246, 3.458, 1.544], [1.412, 5.981, 3.928], [0.804, 4.328, 4.115], [1.554, 5.042, 5.493], [3.672, 5.115, 5.905], [4.400, 6.062, 4.544], [4.939, 4.411, 4.847]],
  "energy_ha": -31863.1776,
  "e_lumo_ev": -0.684,
  "e_homo_ev": -8.55,
  "homo_lumo_gap_ev": 7.9
}


# 4
{
  "formula": "C10H22ClGaN3O3",
  "method": "ωB97M-V/def2-TZVPD",
  "symbols": ["C", "C", "Cl", "C", "Ga", "O", "C", "N", "H", "H", "H", "H", "H", "H", "H", "H", "C", "C", "O", "N", "C", "H", "H", "H", "H", "H", "H", "H", "C", "C", "O", "N", "C", "H", "H", "H", "H", "H", "H", "H"],
  "positions_angstrom": [[-3.398, 1.558, 3.764], [-3.571, 1.052, 2.181], [-4.047, -0.753, 2.130], [-2.106, 1.282, 1.478], [-2.116, 1.304, -0.588], [-0.260, 1.448, -1.127], [0.073, 0.093, -1.646], [0.248, -1.166, -1.980], [-4.074, 2.502, 3.939], [-2.274, 1.921, 3.916], [-3.604, 0.676, 4.514], [-4.442, 1.638, 1.642], [-1.742, 2.365, 1.823], [-1.366, 0.460, 1.861], [-2.943, 2.527, -1.227], [-2.684, -0.109, -1.116], [1.301, -1.002, -4.684], [1.042, -1.458, -6.093], [0.330, -2.427, -6.345], [1.624, -0.762, -7.111], [2.485, 0.394, -7.026], [0.770, -1.656, -3.986], [2.370, -1.057, -4.463], [0.935, 0.019, -4.547], [1.402, -1.130, -8.029], [2.014, 1.208, -7.582], [3.438, 0.142, -7.498], [2.660, 0.709, -5.997], [0.473, 0.131, 5.142], [0.971, -0.186, 3.760], [0.538, 0.387, 2.763], [1.933, -1.143, 3.628], [2.566, -1.925, 4.664], [-0.291, 0.913, 5.084], [0.023, -0.758, 5.592], [1.295, 0.498, 5.762], [2.216, -1.300, 2.667], [3.641, -1.735, 4.622], [2.379, -2.980, 4.454], [2.191, -1.679, 5.659]],
  "energy_ha": -3169.1296,
  "e_lumo_ev": 2.588,
  "e_homo_ev": -4.85,
  "homo_lumo_gap_ev": 7.4,
  "charge": -1
}


- Number 3 is which compound?
  C10H22Br12N3OP